Version 1
A cluster of 5 separate species, C2H13NO4 in total. Source: the OMol25 dataset; level of theory: ωB97M-V/def2-TZVPD.

SMILES string: C=CN.O.O.O.O
orbital gap: 0.3367 hartree
molecular weight: 115.13 g mol⁻¹
LUMO level: 0.39 eV
2S+1: 1

Geometry (Å):
O: 3.34719 0.68743 0.17037
O: 1.98161 -1.22364 -1.97592
O: -3.82360 0.66563 0.85026
O: -0.92703 0.87672 -1.75123
N: -0.65954 0.78851 1.33604
C: 0.44784 -0.08144 1.48009
C: 0.45755 -1.38949 1.18597
H: -1.21742 0.00133 -1.95816
H: 3.62319 0.09277 -0.52492
H: 1.52888 -1.06085 -1.15043
H: 2.94262 1.33105 -0.38761
H: -3.71098 1.50526 0.41688
H: -1.58583 0.45631 1.58021
H: -0.42049 -1.87782 0.78164
H: 1.98683 -2.19190 -1.97044
H: 1.30828 0.50279 1.79299
H: 1.30163 -1.97617 1.52931
H: -0.66282 1.03351 0.34263
H: -4.75495 0.44432 0.77276
H: -1.16298 1.41567 -2.52043


Version 2
A cluster of 4 separate species, C2H13NO4 in total. Source: the OMol25 dataset; level of theory: ωB97M-V/def2-TZVPD.

SMILES string: CNCO.O.O.O
orbital gap: 0.3563 hartree
molecular weight: 115.13 g mol⁻¹
LUMO level: 0.63 eV
2S+1: 1

Geometry (Å):
O: 1.68093 -0.21564 1.28141
O: -2.30784 0.54898 -2.72195
O: 0.16147 -2.61683 1.72606
O: -0.36726 -2.12897 -2.08309
N: 0.83656 1.96174 0.68958
C: -0.44956 2.45713 0.18949
C: 0.84359 0.82905 1.60318
H: -0.18741 0.31610 1.54316
H: 1.01022 1.02660 2.60303
H: 1.40174 2.73925 1.07868
H: -2.22618 0.34337 -3.67556
H: -1.24916 2.15276 0.97391
H: 1.80794 -0.36881 0.38192
H: -0.33499 -2.90233 -2.62705
H: -0.59450 1.93497 -0.79390
H: 0.32585 -3.57888 1.72283
H: -0.45670 3.54871 0.03236
H: 1.04560 -2.27340 1.55741
H: -0.12565 -2.54581 -1.22171
H: -1.97523 1.45796 -2.77763


Top of the stability list: version 1, leading by 0.0119 hartree.